# 1
The following is a quantum chemistry calculation of a molecular structure, C5H3N, from OMol25.

CARTESIAN COORDINATES (ANGSTROEM)
C  0.70  -0.33  1.43
C  0.46  0.55  0.52
C  -0.41  -0.87  -0.03
C  -0.25  1.20  -0.66
C  0.33  -1.60  0.75
N  -1.27  0.21  -0.83
H  -0.80  2.27  -0.69
H  0.52  1.17  -1.44
H  0.72  -2.61  0.95

Properties
Energy above the lowest of the compared OMol25 structures with the same formula, charge and spin: 170.0 kcal/mol
DFT total energy: -246.71117 a.u.
Net charge: 0
Molar mass: 77.09 g mol⁻¹
Orbital gap: 7.4 eV
Multiplicity: 1

---

# 2
The following is a quantum chemistry calculation of a single C5H3N molecule, from OMol25.

CARTESIAN COORDINATES (ANGSTROEM)
C  -0.96  -1.45  0.01
C  -1.17  1.03  0.00
C  0.29  -1.28  -0.12
C  0.03  1.01  -0.06
C  1.03  -0.05  -0.09
N  2.28  0.18  -0.01
H  -1.69  -2.20  0.15
H  -2.12  1.57  0.12
H  2.32  1.19  0.01

Properties
Energy above the lowest of the compared OMol25 structures with the same formula, charge and spin: 95.2 kcal/mol
DFT total energy: -246.83032 a.u.
Net charge: 0
Molar mass: 77.09 g mol⁻¹
Orbital gap: 8.6 eV
SMILES: C#CC(=N)C#C
Multiplicity: 1

---

# 3
The following is a quantum chemistry calculation of 2 unconnected molecules or ions with the total composition C5H3N, from OMol25.

CARTESIAN COORDINATES (ANGSTROEM)
C  0.73  -0.71  0.84
C  -0.39  0.05  1.30
C  0.99  -0.28  -0.41
C  -0.62  0.83  0.21
C  -0.06  0.36  -1.09
N  -0.39  0.43  -2.29
H  1.81  -1.75  1.68
H  -0.80  0.18  2.28
H  -1.25  0.90  -2.53

Properties
Energy above the lowest of the compared OMol25 structures with the same formula, charge and spin: 158.1 kcal/mol
DFT total energy: -246.73007 a.u.
Net charge: 0
Molar mass: 77.09 g mol⁻¹
Orbital gap (spin up / spin down): 7.7 / 7.8 eV
Multiplicity: 1

---

# 4
The following is a quantum chemistry calculation of 2 unconnected molecules or ions with the total composition C5H3N, from OMol25.

CARTESIAN COORDINATES (ANGSTROEM)
C  1.90  -0.93  -0.77
C  1.09  -1.51  -0.13
C  -0.27  2.27  0.71
C  -0.68  2.84  1.71
C  0.79  1.21  -1.27
N  0.31  1.68  -0.31
H  2.55  -0.12  -1.23
H  0.48  -2.20  0.29
H  -0.95  3.16  2.64

Properties
Energy above the lowest of the compared OMol25 structures with the same formula, charge and spin: 87.4 kcal/mol
DFT total energy: -246.84267 a.u.
Net charge: 0
Molar mass: 77.09 g mol⁻¹
Orbital gap: 10.5 eV
Multiplicity: 1

---

# 5
The following is a quantum chemistry calculation of a single C5H3N molecule, from OMol25.

CARTESIAN COORDINATES (ANGSTROEM)
C  -0.82  0.93  -0.37
C  -0.97  0.13  0.80
C  1.10  -0.45  -0.51
C  0.51  0.82  -1.04
C  -1.09  -0.86  1.51
N  1.20  -1.44  0.09
H  0.49  0.81  -2.12
H  0.88  1.71  -0.50
H  -1.30  -1.63  2.15

Properties
Energy above the lowest of the compared OMol25 structures with the same formula, charge and spin: 0.3 kcal/mol
DFT total energy: -246.83319 a.u.
Net charge: 0
Molar mass: 77.09 g mol⁻¹
Orbital gap (spin up / spin down): 9.3 / 8.5 eV
Multiplicity: 3

---

# 6
The following is a quantum chemistry calculation of 2 unconnected molecules or ions with the total composition C5H3N3O3, from OMol25.

CARTESIAN COORDINATES (ANGSTROEM)
C  0.84  0.59  -1.53
C  0.07  -0.11  -2.46
C  0.06  0.50  -0.37
C  2.29  0.68  2.91
C  3.74  2.62  3.57
N  -1.09  -0.49  -1.89
N  2.61  1.83  2.84
N  -1.08  -0.08  -0.65
O  3.33  3.68  4.03
O  1.99  -0.45  2.87
O  4.80  2.03  3.57
H  1.66  1.17  -1.69
H  0.19  -0.52  -3.50
H  0.05  0.95  0.69

Properties
Energy above the lowest of the compared OMol25 structures with the same formula, charge and spin: 6.2 kcal/mol
DFT total energy: -582.33281 a.u.
Net charge: -2
Molar mass: 153.10 g mol⁻¹
Orbital gap: 7.4 eV
Multiplicity: 1

---

# 7
The following is a quantum chemistry calculation of a single C5H3NO molecule, from OMol25.

CARTESIAN COORDINATES (ANGSTROEM)
C  2.55  0.34  -0.04
C  1.35  0.30  0.06
C  -0.05  0.09  0.08
C  -1.09  0.97  0.04
O  -2.25  0.30  -0.03
N  -2.00  -1.05  -0.03
C  -0.71  -1.17  0.03
H  3.60  0.33  -0.21
H  -1.16  2.05  0.04
H  -0.24  -2.15  0.04

Properties
Energy above the lowest of the compared OMol25 structures with the same formula, charge and spin: 55.0 kcal/mol
DFT total energy: -322.20420 a.u.
Net charge: 0
Molar mass: 93.08 g mol⁻¹
Orbital gap: 10.4 eV
SMILES: C#Cc1cnoc1
Multiplicity: 1

---

# 8
The following is a quantum chemistry calculation of a molecular structure, C5H3NO, from OMol25.

CARTESIAN COORDINATES (ANGSTROEM)
N  3.04  -0.75  -0.13
C  1.94  -0.38  -0.07
C  0.68  0.23  0.06
C  0.33  1.51  0.26
O  -1.02  1.39  0.16
C  -1.54  -1.12  -0.17
C  -0.76  -0.07  -0.04
H  0.90  2.40  0.46
H  -2.60  -1.16  -0.42
H  -0.97  -2.05  -0.12

Properties
Energy above the lowest of the compared OMol25 structures with the same formula, charge and spin: 50.1 kcal/mol
DFT total energy: -322.21199 a.u.
Net charge: 0
Molar mass: 93.08 g mol⁻¹
Orbital gap: 9.6 eV
Multiplicity: 1

---

# 9
The following is a quantum chemistry calculation of a single C5H3NO molecule, from OMol25.

CARTESIAN COORDINATES (ANGSTROEM)
N  -2.90  0.36  -1.19
C  -1.91  0.15  -0.62
C  -0.60  -0.06  -0.10
C  0.26  -0.60  -0.99
O  1.59  -0.41  -0.47
C  1.44  0.20  0.74
C  0.14  0.40  1.04
H  -0.07  -1.37  -1.72
H  2.30  0.51  1.35
H  -0.24  0.82  1.96

Properties
Energy above the lowest of the compared OMol25 structures with the same formula, charge and spin: 17.8 kcal/mol
DFT total energy: -322.26347 a.u.
Net charge: 0
Molar mass: 93.08 g mol⁻¹
Orbital gap: 10.3 eV
SMILES: N#Cc1ccoc1
Multiplicity: 1

---

# 10
The following is a quantum chemistry calculation of a single C5H3NO molecule, from OMol25.

CARTESIAN COORDINATES (ANGSTROEM)
C  -1.08  1.31  1.46
C  0.60  -0.58  -1.13
C  -0.16  0.55  -0.76
C  0.77  -1.34  0.00
C  -0.41  0.45  0.59
N  -1.63  2.05  2.14
O  0.16  -0.72  1.04
H  0.97  -0.81  -2.11
H  -0.48  1.34  -1.41
H  1.27  -2.26  0.18

Properties
Energy above the lowest of the compared OMol25 structures with the same formula, charge and spin: 3.4 kcal/mol
DFT total energy: -322.28643 a.u.
Net charge: 0
Molar mass: 93.08 g mol⁻¹
Orbital gap: 9.9 eV
SMILES: N#Cc1ccco1
Multiplicity: 1